Record 1
Density functional theory data (ωB97M-V with the def2-TZVPD basis set) for an isolated molecule of C5H12 at a distorted geometry.

Geometry as ORCA input:
```
! wB97M-V def2-TZVPD RIJCOSX def2/J DEFGRID3
* xyz 0 1
C 1.314 0.655 1.592
C 1.363 -0.372 0.590
C -0.001 -0.698 0.023
C -0.698 0.467 -0.728
C -1.891 -0.083 -1.508
H 2.257 1.020 2.088
H 0.786 0.207 2.471
H 0.794 1.529 1.268
H 1.745 -1.348 0.813
H 2.013 -0.114 -0.258
H -0.608 -1.013 0.886
H 0.242 -1.521 -0.689
H -1.192 1.207 -0.061
H 0.138 0.981 -1.283
H -2.354 0.679 -2.157
H -2.726 -0.415 -0.805
H -1.615 -1.029 -2.086
*
```

Values from the calculation:
Structure (SMILES): CCCCC
ΔE to the lowest compared entry with this formula, charge and spin (kcal/mol): 20.70
E_LUMO (eV): 1.26
HOMO-LUMO gap (eV): 12.09
HOMO energy (eV): -10.827

natural (NBO) atomic charge list, values in e, 6 entries:
1. C -0.613
2. C -0.407
3. C -0.379
4. C -0.417
5. C -0.605
6. H 0.213

---

Record 2
Density functional theory data (ωB97M-V with the def2-TZVPD basis set) for an isolated molecule of C16H15NO3S at a distorted geometry.

Geometry as ORCA input:
```
! wB97M-V def2-TZVPD RIJCOSX def2/J DEFGRID3
* xyz 0 1
C -3.437 1.389 2.532
C -2.704 2.191 1.445
C -3.287 2.198 0.023
O -3.969 1.246 -0.309
O -3.035 3.255 -0.769
C -1.274 1.639 1.399
C -0.220 2.364 1.942
C 1.105 1.879 1.809
C 1.367 0.662 1.136
C 0.270 -0.084 0.636
C -1.005 0.415 0.762
N 0.430 -1.319 -0.007
C -0.358 -2.559 0.274
C 1.477 -1.404 -0.926
C 1.294 -2.119 -2.168
C 2.362 -2.339 -3.001
C 3.638 -1.794 -2.695
O 4.753 -1.974 -3.453
C 3.773 -1.038 -1.555
C 2.723 -0.859 -0.635
S 3.001 0.115 0.807
H -3.357 0.331 2.299
H -4.489 1.681 2.546
H -2.970 1.540 3.530
H -2.698 3.233 1.791
H -3.382 3.001 -1.663
H -0.369 3.277 2.523
H 1.972 2.444 2.207
H -1.834 -0.139 0.290
H -0.828 -2.504 1.292
H -1.155 -2.627 -0.468
H 0.289 -3.421 0.190
H 0.321 -2.470 -2.401
H 2.238 -2.967 -3.898
H 4.608 -2.640 -4.132
H 4.751 -0.600 -1.353
*
```

Values from the calculation:
Structure (SMILES): C[C@H](C(=O)O)c1ccc2c(c1)N(C)c1ccc(O)cc1S2
ΔE to the lowest compared entry with this formula, charge and spin (kcal/mol): 30.31
E_LUMO (eV): 0.66
HOMO-LUMO gap (eV): 7.90
HOMO energy (eV): -7.243

natural (NBO) atomic charge list, values in e, 6 entries:
1. C -0.585
2. C -0.340
3. C 0.803
4. O -0.612
5. O -0.668
6. C 0.006

---

Record 3
Density functional theory data (ωB97M-V with the def2-TZVPD basis set) for a structure of composition C4H4N2O2 at a distorted geometry.

Geometry as ORCA input:
```
! wB97M-V def2-TZVPD RIJCOSX def2/J DEFGRID3
* xyz 0 1
C -0.702 -0.063 0.407
C 1.684 0.168 -2.711
C -0.754 0.696 2.812
C -1.339 -1.215 0.356
N -0.764 0.610 1.591
N 2.032 0.464 -1.622
O -0.720 1.182 3.877
O 1.173 -0.404 -3.570
H -1.467 -1.652 -0.643
H -1.716 -1.653 1.243
H 2.617 1.596 -1.349
H -0.044 0.271 -0.391
*
```

Values from the calculation:
ΔE to the lowest compared entry with this formula, charge and spin (kcal/mol): 74.88
E_LUMO (eV): -0.01
HOMO-LUMO gap (eV): 9.21
HOMO energy (eV): -9.218

natural (NBO) atomic charge list, values in e, 6 entries:
1. C -0.033
2. C 0.813
3. C 0.855
4. C -0.403
5. N -0.546
6. N -0.772

---

Record 4
Density functional theory data (ωB97M-V with the def2-TZVPD basis set) for a structure of composition C10H11BiClDyF5O at a distorted geometry.

Geometry as ORCA input:
```
! wB97M-V def2-TZVPD RIJCOSX def2/J DEFGRID3
* xyz -1 6
Dy 0.361 -0.117 -3.380
Cl 1.309 -2.120 -2.268
C 2.219 1.313 -3.758
C -0.995 -1.122 -5.005
H 2.282 1.784 -4.749
H 2.257 2.130 -3.020
H 3.146 0.735 -3.624
H -1.016 -0.708 -6.019
H -2.042 -1.179 -4.673
H -0.663 -2.166 -5.105
Bi -0.732 0.251 -0.339
C -2.297 -1.072 0.708
C -1.204 1.437 -2.232
H -3.283 -0.723 0.367
H -2.083 -2.101 0.388
H -2.176 -0.947 1.793
H -2.292 1.381 -2.421
H -0.948 2.490 -2.008
F 0.100 -0.482 6.381
C 0.393 -0.210 5.094
C 0.665 1.100 4.701
F 0.636 2.089 5.622
C 0.951 1.380 3.393
F 1.209 2.643 2.995
C 0.964 0.339 2.422
O 1.243 0.654 1.198
C 0.714 -0.996 2.856
F 0.752 -2.005 1.948
C 0.411 -1.261 4.170
F 0.119 -2.516 4.564
*
```

Values from the calculation:
ΔE to the lowest compared entry with this formula, charge and spin (kcal/mol): 0.00
E_LUMO (alpha / beta) (eV): 1.18 / 0.99
⟨S²⟩: 9.775
HOMO-LUMO gap (alpha / beta) (eV): 5.85 / 5.75
HOMO energy (alpha / beta) (eV): -4.666 / -4.760

Mulliken atomic charge list, values in e, 6 entries:
1. Dy 1.041
2. Cl -0.512
3. C -1.250
4. C -1.206
5. H 0.293
6. H 0.247

---

Record 5
Density functional theory data (ωB97M-V with the def2-TZVPD basis set) for a cluster of 2 separate species, C2H3Cl2NO2 in total at a distorted geometry.

Geometry as ORCA input:
```
! wB97M-V def2-TZVPD RIJCOSX def2/J DEFGRID3
* xyz 0 1
C 0.757 -0.296 0.508
C 1.807 -1.141 0.596
Cl 2.296 -1.987 -0.849
Cl 2.626 -1.547 2.016
H 0.467 0.236 1.374
H 0.167 0.152 -0.329
O -2.819 0.232 -0.553
N -1.904 0.858 -0.053
O -1.401 1.803 -0.928
H -1.996 1.691 -1.782
*
```

Values from the calculation:
Structure (SMILES): C=C(Cl)Cl.O=NO
ΔE to the lowest compared entry with this formula, charge and spin (kcal/mol): 102.22
E_LUMO (eV): -0.58
HOMO-LUMO gap (eV): 8.99
HOMO energy (eV): -9.566

natural (NBO) atomic charge list, values in e, 6 entries:
1. C -0.422
2. C -0.117
3. Cl 0.014
4. Cl 0.078
5. H 0.210
6. H 0.229

---

Record 6
Density functional theory data (ωB97M-V with the def2-TZVPD basis set) for an isolated molecule of C6H9NO at a distorted geometry.

Geometry as ORCA input:
```
! wB97M-V def2-TZVPD RIJCOSX def2/J DEFGRID3
* xyz 0 1
N -0.902 -1.508 0.504
C 0.412 -1.063 0.655
C 0.325 0.400 1.162
O 1.425 0.671 0.339
C 1.008 -0.527 -0.565
C -0.282 0.072 -1.030
C -0.141 1.579 -1.154
C -0.831 0.926 0.179
H -1.271 -1.509 1.514
H -0.554 -2.388 0.298
H 1.114 -1.593 1.368
H 0.681 0.723 2.172
H 1.780 -0.977 -1.015
H -0.900 -0.324 -1.862
H 0.725 2.234 -1.290
H -0.726 2.237 -1.713
H -1.864 1.047 0.438
*
```

Values from the calculation:
Structure (SMILES): N[C@@H]1[C@H]2O[C@@H]1[C@@H]1C[C@@H]12
ΔE to the lowest compared entry with this formula, charge and spin (kcal/mol): 150.48
E_LUMO (eV): 0.96
HOMO-LUMO gap (eV): 9.99
HOMO energy (eV): -9.030

natural (NBO) atomic charge list, values in e, 6 entries:
1. N -0.807
2. C -0.083
3. C 0.061
4. O -0.524
5. C 0.043
6. C -0.252